{"formula": "C5H18NO6", "method": "ωB97M-V with the def2-TZVPD basis set", "homo_energy_ev": -6.11, "charge": -1, "largest_force_ev_per_a": 8.2, "homo_lumo_gap_ev": 9.445, "e_tot_ev": -19252.032, "e_above_lowest_kj_mol": 361.4, "symbols": ["O", "C", "O", "C", "C", "C", "C", "N", "H", "H", "H", "H", "H", "H", "H", "H", "H", "H", "H", "H", "O", "H", "H", "O", "H", "H", "O", "H", "H", "O"], "coordinates": [[0.058, -0.481, -1.395], [-0.614, -0.673, -0.357], [-1.862, -0.613, -0.290], [0.139, -1.001, 0.981], [0.901, 0.204, 1.410], [0.704, 1.397, 0.557], [0.944, 0.699, 2.853], [1.090, -2.195, 0.786], [-0.645, -1.113, 1.891], [1.963, -0.200, 1.292], [0.737, 2.431, 1.027], [-0.350, 1.408, 0.025], [1.400, 1.398, -0.345], [0.282, 1.517, 3.249], [1.949, 0.696, 3.223], [0.483, -0.113, 3.523], [1.798, -2.297, 0.199], [1.442, -2.187, 1.724], [2.393, 0.401, -3.095], [1.534, -0.389, -2.119], [2.398, -0.288, -2.470], [-2.574, 0.460, 0.798], [-3.061, 1.186, -0.440], [-3.368, 1.142, 0.460], [-1.510, 2.028, -1.526], [-0.732, 1.101, -2.201], [-1.215, 1.856, -2.376], [-0.775, -2.278, -2.093], [-1.999, -1.619, -2.711], [-1.510, -2.477, -2.580]], "atomic_forces_ev_per_a": [[0.14, -0.36, -0.02], [-0.84, -0.98, 1.08], [1.04, -0.30, -0.05], [-1.24, -0.97, -0.36], [3.42, 1.19, 0.64], [-1.28, 2.81, -3.60], [-2.63, -2.50, 2.68], [-6.17, 0.76, 5.37], [1.53, -0.97, -2.37], [-0.98, 1.10, -0.18], [0.33, -1.45, -0.14], [1.97, 0.07, 1.43], [-0.80, 0.13, 1.17], [0.98, -0.07, -1.19], [0.55, 0.86, 0.17], [0.60, 0.40, -0.72], [3.36, 0.76, -3.85], [0.74, -0.92, 0.37], [-0.21, 1.20, -1.06], [-1.90, -0.11, 0.81], [2.59, -1.07, 0.18], [-3.11, 2.06, -1.45], [-0.19, -0.12, -0.65], [2.31, -1.31, 2.24], [-1.24, 1.09, 2.52], [2.01, -3.27, 0.11], [-0.84, 2.25, -2.82], [2.89, 1.19, 1.88], [1.05, -1.32, 0.58], [-4.06, -0.17, -2.77]]}

=====

{"formula": "C6H9NOS", "method": "ωB97M-V with the def2-TZVPD basis set", "homo_energy_ev": [-8.28, -8.37], "largest_force_ev_per_a": 2.6, "homo_lumo_gap_ev": [6.693, 6.779], "e_tot_ev": -20731.795, "e_above_lowest_kj_mol": 758.8, "symbols": ["C", "C", "C", "C", "C", "C", "N", "O", "S", "H", "H", "H", "H", "H", "H", "H", "H", "H"], "coordinates": [[1.896, 1.564, 0.399], [1.012, 0.485, 0.249], [1.811, -0.584, -0.037], [-2.304, 1.237, -1.260], [-2.797, -0.037, 1.160], [1.527, -2.015, -0.312], [3.128, 1.162, 0.235], [3.096, -0.171, -0.036], [-1.629, 0.300, -0.007], [1.686, 2.590, 0.617], [-3.017, 1.952, -0.865], [-1.550, 1.678, -1.896], [-3.109, 0.827, 1.724], [-2.625, -0.926, 1.738], [0.683, -2.110, -0.992], [2.404, -2.475, -0.758], [1.290, -2.541, 0.613], [-1.501, -0.936, -0.571]], "atomic_forces_ev_per_a": [[0.32, -0.56, -0.14], [-2.37, -1.00, -0.50], [-0.60, 0.75, 0.18], [0.83, -0.01, 0.67], [1.29, 0.45, -0.41], [0.18, 0.09, 0.16], [0.60, 1.05, 0.20], [-0.23, -0.53, -0.06], [-0.62, -0.54, -0.41], [0.07, 0.30, 0.06], [-0.15, -0.10, 0.09], [0.25, 0.01, -0.09], [-0.10, 0.23, -0.01], [0.10, -0.31, 0.00], [0.00, -0.06, -0.07], [0.00, -0.14, -0.09], [0.01, -0.07, -0.02], [0.43, 0.42, 0.44]]}

=====

{"formula": "C23H42Cl3EuN4O3SSi", "method": "ωB97M-V with the def2-TZVPD basis set", "s_squared": 12.012, "multiplicity": 7, "homo_energy_ev": [-6.27, -6.27], "largest_force_ev_per_a": 1.4, "homo_lumo_gap_ev": [4.353, 6.357], "e_tot_ev": -112248.153, "e_above_lowest_kj_mol": 385.3, "symbols": ["C", "C", "H", "H", "H", "C", "C", "H", "H", "H", "H", "Eu", "Cl", "Cl", "H", "H", "C", "C", "N", "H", "C", "O", "H", "H", "H", "H", "H", "H", "C", "C", "N", "H", "C", "O", "H", "H", "H", "H", "O", "C", "C", "C", "H", "C", "H", "C", "H", "C", "C", "H", "H", "H", "Si", "Cl", "C", "C", "C", "H", "H", "H", "H", "H", "H", "H", "H", "H", "S", "C", "N", "C", "C", "N", "H", "H", "H", "H", "H", "H"], "coordinates": [[-2.165, -2.768, -4.382], [-1.455, -3.226, -3.156], [-2.428, -3.583, -5.061], [-1.533, -2.052, -4.924], [-3.102, -2.275, -4.081], [-0.826, -4.406, -3.043], [-0.738, -5.404, -4.149], [-0.370, -4.736, -2.095], [-0.012, -5.105, -4.930], [-1.718, -5.590, -4.634], [-0.412, -6.368, -3.726], [0.901, 1.815, 1.414], [-1.860, 1.952, 1.657], [1.653, 4.103, 0.367], [1.015, 7.088, 4.265], [-1.279, 7.051, 3.781], [1.259, 6.200, 3.656], [-1.132, 6.254, 3.032], [0.029, 5.454, 3.406], [1.987, 5.572, 4.186], [-0.050, 4.122, 3.383], [0.905, 3.310, 3.465], [-2.004, 5.586, 2.993], [-1.085, 3.736, 3.238], [1.694, 6.558, 2.714], [-0.981, 6.719, 2.045], [1.872, -0.725, -3.066], [2.448, -3.261, -2.384], [2.939, -0.628, -2.798], [3.337, -2.885, -1.854], [3.236, -1.450, -1.633], [3.168, 0.423, -2.595], [3.281, -0.915, -0.388], [3.123, 0.294, -0.113], [3.417, -3.379, -0.874], [3.479, -1.677, 0.405], [3.545, -0.988, -3.641], [4.231, -3.122, -2.455], [-0.714, -1.087, -2.393], [-1.465, -2.160, -2.063], [0.065, -3.275, -0.366], [-1.160, -2.685, -0.652], [0.784, -3.392, -1.187], [0.333, -3.753, 0.921], [-2.548, -1.897, -1.992], [-2.161, -2.650, 0.313], [1.322, -4.161, 1.157], [-0.656, -3.685, 1.909], [-1.913, -3.152, 1.593], [-3.145, -2.246, 0.026], [-0.459, -4.001, 2.937], [-2.707, -3.113, 2.334], [-0.384, 1.663, -2.604], [0.264, 0.510, -0.684], [1.217, 2.594, -2.996], [-1.403, 3.048, -1.816], [-1.183, 0.789, -4.049], [1.965, 2.515, -2.190], [0.973, 3.671, -3.066], [1.677, 2.300, -3.952], [-0.507, 0.028, -4.462], [-1.441, 1.507, -4.844], [-2.107, 0.309, -3.700], [-1.724, 2.795, -0.795], [-2.286, 3.306, -2.418], [-0.786, 3.959, -1.740], [1.522, -0.740, 2.633], [0.427, -0.332, 3.875], [0.714, -0.424, 5.188], [-0.313, 0.117, 6.055], [-1.427, 0.453, 5.074], [-0.857, 0.102, 3.788], [1.624, -0.734, 5.506], [0.064, 1.002, 6.576], [-0.617, -0.627, 6.793], [-1.718, 1.512, 5.076], [-2.310, -0.165, 5.274], [-1.327, 0.408, 2.911]], "atomic_forces_ev_per_a": [[-0.12, 0.03, -0.38], [0.74, -0.61, 0.90], [0.11, 0.04, 0.03], [-0.29, -0.05, 0.06], [0.30, 0.06, -0.19], [-0.40, 0.32, 0.17], [-0.04, -0.77, -0.38], [-0.38, 0.41, -0.63], [-0.34, -0.19, 0.26], [0.52, 0.15, 0.12], [-0.02, 0.21, -0.34], [0.20, 0.52, 0.04], [0.59, 0.26, -0.09], [-0.17, -0.55, 0.23], [0.06, -0.46, -0.14], [-0.07, -0.35, -0.29], [0.21, 0.04, 0.01], [-0.17, -0.07, 0.17], [0.17, -0.35, 0.16], [-0.28, 0.17, -0.25], [-0.15, 0.18, -0.17], [-0.56, 0.19, -0.21], [0.18, 0.42, -0.03], [0.55, 0.30, 0.05], [-0.05, -0.22, 0.15], [-0.01, -0.21, 0.29], [0.23, -0.03, 0.15], [0.27, 0.18, 0.19], [-0.21, 0.08, -0.26], [0.14, 0.00, 0.18], [-0.04, 0.48, 0.81], [-0.02, -0.34, 0.05], [-0.28, 0.59, -0.24], [0.26, -1.26, -0.06], [-0.05, 0.02, -0.39], [-0.13, 0.39, -0.40], [-0.09, 0.15, 0.21], [-0.27, 0.09, 0.20], [0.47, -0.43, -0.49], [-0.47, 0.05, 0.51], [0.38, 0.00, 0.51], [-0.43, -0.40, -0.77], [-0.22, 0.32, 0.66], [0.03, 0.12, -0.09], [-0.18, 0.11, 0.00], [0.12, -0.07, 0.18], [-0.39, 0.03, -0.05], [-0.26, 0.29, 0.01], [0.25, 0.10, -0.20], [0.52, -0.17, 0.30], [0.02, -0.06, -0.38], [0.14, -0.06, 0.07], [0.16, 0.43, 0.46], [-0.41, 0.54, -0.96], [0.35, -0.13, -0.22], [-0.26, -0.06, 0.23], [-0.09, 0.28, -0.12], [-0.26, -0.07, -0.31], [0.00, -0.50, -0.04], [-0.05, -0.03, 0.31], [-0.34, 0.20, 0.27], [0.17, 0.18, 0.21], [0.41, 0.04, -0.17], [-0.12, 0.07, -0.41], [0.13, -0.19, 0.16], [-0.12, -0.44, -0.02], [-0.44, 0.68, 0.10], [-1.21, 0.03, 0.76], [0.81, -0.30, -0.30], [0.37, 0.05, 0.57], [-0.60, -0.02, -0.14], [0.97, -0.17, -0.99], [-0.29, 0.18, -0.18], [-0.07, -0.09, 0.02], [-0.03, 0.12, -0.02], [0.05, -0.26, 0.10], [0.04, 0.25, -0.12], [0.45, -0.43, 0.61]]}

=====

{"formula": "C30H66N6O24", "method": "ωB97M-V with the def2-TZVPD basis set", "homo_energy_ev": -9.90, "largest_force_ev_per_a": 4.7, "homo_lumo_gap_ev": 9.441, "smiles": "C[N+](=O)[O-].C[N+](=O)[O-].C[N+](=O)[O-].C[N+](=O)[O-].C[N+](=O)[O-].C[N+](=O)[O-].CCOC(C)=O.CCOC(C)=O.CCOC(C)=O.CCOC(C)=O.CCOC(C)=O.CCOC(C)=O", "e_tot_ev": -90241.629, "e_above_lowest_kj_mol": 55.2, "symbols": ["C", "N", "O", "O", "H", "H", "H", "C", "N", "O", "O", "H", "H", "H", "C", "N", "O", "O", "H", "H", "H", "C", "N", "O", "O", "H", "H", "H", "C", "N", "O", "O", "H", "H", "H", "C", "N", "O", "O", "H", "H", "H", "O", "C", "O", "C", "C", "C", "H", "H", "H", "H", "H", "H", "H", "H", "O", "C", "O", "C", "C", "C", "H", "H", "H", "H", "H", "H", "H", "H", "O", "C", "O", "C", "C", "C", "H", "H", "H", "H", "H", "H", "H", "H", "O", "C", "O", "C", "C", "C", "H", "H", "H", "H", "H", "H", "H", "H", "O", "C", "O", "C", "C", "C", "H", "H", "H", "H", "H", "H", "H", "H", "O", "C", "O", "C", "C", "C", "H", "H", "H", "H", "H", "H", "H", "H"], "coordinates": [[3.227, 3.282, 2.200], [1.933, 4.031, 2.304], [1.975, 5.204, 1.997], [0.878, 3.393, 2.449], [3.021, 2.320, 2.668], [4.052, 3.787, 2.703], [3.451, 3.220, 1.135], [4.967, 0.084, 1.279], [4.059, -1.079, 0.947], [4.560, -1.997, 0.325], [2.969, -1.087, 1.477], [4.917, 0.046, 2.367], [4.488, 0.964, 0.850], [5.947, 0.121, 0.805], [0.816, -1.078, 4.214], [2.135, -1.304, 4.856], [2.461, -2.457, 5.234], [2.981, -0.361, 4.789], [0.991, -0.501, 3.306], [0.130, -0.524, 4.855], [0.413, -2.038, 3.889], [0.768, -6.454, -3.135], [1.679, -5.247, -3.029], [2.841, -5.505, -2.934], [1.265, -4.168, -3.329], [-0.097, -6.430, -2.473], [1.353, -7.308, -2.794], [0.494, -6.534, -4.187], [-3.059, 0.422, -3.197], [-3.078, -0.919, -3.920], [-2.093, -1.672, -3.841], [-4.127, -1.196, -4.536], [-2.287, 0.602, -2.449], [-3.975, 0.365, -2.607], [-3.067, 1.175, -3.985], [2.164, 1.925, -2.842], [1.142, 2.409, -1.905], [1.582, 3.118, -0.981], [0.109, 1.754, -2.049], [2.305, 2.765, -3.522], [1.725, 1.093, -3.393], [3.074, 1.682, -2.294], [-9.399, 5.004, 0.835], [-8.841, 5.473, 1.849], [-7.646, 4.967, 2.299], [-7.174, 3.716, 1.748], [-5.751, 3.383, 2.272], [-9.275, 6.758, 2.425], [-7.079, 3.920, 0.681], [-7.869, 2.941, 2.070], [-5.711, 3.235, 3.351], [-4.988, 4.070, 1.907], [-5.394, 2.455, 1.825], [-9.420, 6.598, 3.494], [-10.110, 7.176, 1.862], [-8.510, 7.527, 2.322], [-3.440, -2.983, 0.069], [-3.466, -3.528, 1.185], [-3.530, -4.913, 1.284], [-3.166, -5.778, 0.179], [-1.579, -5.726, -0.013], [-3.724, -2.703, 2.435], [-3.658, -5.511, -0.756], [-3.469, -6.804, 0.387], [-1.062, -6.201, 0.821], [-1.192, -4.765, -0.352], [-1.244, -6.466, -0.741], [-2.838, -2.682, 3.069], [-4.535, -3.147, 3.012], [-3.915, -1.667, 2.156], [-1.632, 0.451, 2.222], [-1.239, 0.870, 1.143], [-0.409, 0.211, 0.239], [-0.156, -1.156, 0.243], [0.627, -1.251, -1.114], [-1.615, 2.245, 0.631], [-0.987, -1.858, 0.310], [0.454, -1.365, 1.122], [1.526, -0.637, -1.166], [0.014, -1.151, -2.010], [1.034, -2.261, -1.076], [-2.521, 2.565, 1.145], [-1.813, 2.081, -0.428], [-0.744, 2.899, 0.680], [5.094, -6.293, 1.439], [4.602, -6.018, 0.328], [3.359, -5.864, -0.067], [2.206, -6.173, 0.702], [1.796, -5.117, 1.710], [5.502, -5.925, -0.822], [2.369, -7.094, 1.262], [1.465, -6.409, -0.062], [2.489, -4.927, 2.529], [0.923, -5.523, 2.221], [1.475, -4.165, 1.288], [5.699, -6.891, -1.287], [6.492, -5.555, -0.555], [5.079, -5.224, -1.541], [-3.178, 6.707, 3.352], [-2.127, 6.885, 2.779], [-1.966, 6.816, 1.433], [-2.925, 6.150, 0.676], [-2.218, 5.592, -0.586], [-0.754, 7.095, 3.419], [-3.606, 6.895, 0.263], [-3.552, 5.365, 1.100], [-1.514, 4.941, -0.067], [-1.677, 6.249, -1.267], [-2.824, 4.940, -1.215], [-0.856, 7.811, 4.235], [-0.035, 7.430, 2.671], [-0.502, 6.143, 3.886], [5.365, 0.404, -2.247], [5.032, -0.346, -3.211], [5.356, -0.107, -4.471], [5.863, 1.176, -4.981], [6.351, 0.880, -6.394], [4.332, -1.611, -3.006], [6.643, 1.628, -4.367], [5.122, 1.970, -5.073], [5.604, 0.287, -6.920], [7.201, 0.198, -6.417], [6.462, 1.820, -6.934], [4.561, -2.518, -3.566], [3.254, -1.663, -3.161], [4.396, -1.848, -1.944]], "atomic_forces_ev_per_a": [[-0.33, -0.59, 0.67], [-1.12, -0.18, -1.49], [0.01, -0.01, 0.60], [1.72, 0.66, 0.38], [0.26, -0.05, -0.29], [-0.41, 0.27, 0.04], [-0.22, -0.11, 0.09], [-0.95, 0.62, -0.28], [1.80, -0.48, 0.20], [-0.63, 0.16, -0.10], [-0.19, 0.15, -0.38], [0.44, 0.52, -0.10], [-0.40, 0.02, 0.48], [-0.11, -1.09, 0.23], [-0.27, -0.06, -0.60], [3.64, -0.60, -0.39], [-1.36, 2.75, -0.58], [-2.45, -1.99, 0.49], [0.17, 0.17, 0.28], [0.25, -0.17, 0.13], [0.04, 0.02, 0.50], [0.11, -0.45, 0.77], [-0.53, -1.35, -1.57], [1.70, -0.47, 0.79], [-1.27, 1.40, 0.33], [-0.01, 0.73, -0.33], [0.14, 0.14, -0.37], [-0.04, 0.07, 0.22], [-0.77, -0.54, 0.16], [0.21, -1.51, -0.33], [-1.64, 1.49, -0.13], [2.15, 0.77, 1.21], [0.60, -0.66, -0.65], [-0.26, 0.45, -0.45], [-0.20, -0.02, 0.28], [0.40, 0.71, -1.16], [1.51, -2.62, 0.98], [-2.25, -0.53, -1.18], [-0.27, 2.45, 1.27], [0.49, -0.11, -0.11], [0.29, 0.08, 0.20], [-0.11, 0.08, -0.12], [1.09, 0.53, 2.72], [0.57, -1.68, -4.33], [-1.06, 0.75, 0.92], [1.09, 0.56, 0.21], [-0.46, 0.01, -0.37], [0.38, 0.57, 0.69], [-0.53, -0.76, -0.13], [-0.06, -0.05, -0.64], [0.05, 0.34, -0.05], [-0.29, 0.52, 0.48], [-0.50, -0.38, -0.06], [-0.43, 0.41, 0.02], [-0.29, -0.57, 0.43], [0.44, -0.29, 0.13], [0.65, -1.29, 2.37], [-1.41, 0.22, -3.49], [0.24, 0.89, 0.80], [2.23, 0.90, -0.59], [-1.22, -1.23, -0.18], [0.59, -0.79, 0.00], [-0.05, 0.47, 0.18], [-0.08, 0.30, 0.63], [-0.13, 0.93, 0.72], [-0.12, 0.05, 0.47], [-0.60, 0.03, -0.73], [0.05, -0.18, 0.07], [0.00, 0.09, -0.04], [-0.15, -0.30, -0.16], [0.85, -0.39, -1.62], [0.15, -0.40, 0.80], [-2.69, 2.63, 1.51], [1.84, -0.15, -0.95], [0.16, -2.03, 1.40], [0.16, -1.24, -0.65], [-0.60, 0.53, -0.38], [0.47, -0.29, -0.21], [-0.31, 0.45, 0.29], [-0.14, 0.12, 0.27], [0.06, -0.34, -0.58], [0.41, 0.28, 0.11], [-0.13, 0.39, -0.07], [-0.26, 0.16, 0.28], [-2.56, 0.63, -1.77], [2.73, -1.35, 2.78], [-0.66, 0.29, -0.12], [0.39, -0.28, 0.96], [-0.79, 0.08, 0.21], [1.06, 1.04, -1.44], [0.26, -0.16, -0.05], [-0.28, 0.36, 0.17], [0.47, -0.14, -0.42], [-0.26, -0.03, -0.01], [0.23, 0.01, -0.25], [-0.46, -0.09, -0.02], [-0.17, 0.03, 0.38], [0.06, -0.29, -0.31], [0.82, 0.13, -0.56], [0.20, -0.30, 0.34], [0.51, -0.46, 1.12], [-1.45, 0.97, -3.68], [0.57, -1.15, 1.31], [-1.13, 0.39, 0.11], [-0.51, 0.23, 0.53], [0.61, 0.15, 0.79], [0.65, -0.26, -0.76], [-0.15, 0.48, 0.53], [-0.43, 0.11, 0.27], [0.06, 0.08, -0.08], [0.02, -0.27, 0.27], [0.29, -0.04, -0.26], [-1.21, -1.69, -2.82], [1.69, 2.61, 2.43], [-0.20, 0.94, -0.75], [0.51, -0.27, -0.38], [-0.54, -0.63, 0.20], [-1.27, -1.95, 1.18], [0.08, -0.59, 0.31], [-0.73, -0.50, 0.43], [-0.40, 0.26, 0.01], [0.45, 0.59, 0.11], [0.49, -0.18, -0.03], [0.99, 0.40, -0.30], [-0.31, 1.07, -0.27], [0.30, -0.08, -0.08]]}